(1)
{"formula": "C34H31BCeF4N10O2S3", "method": "wB97M-V/def2-TZVPD", "spin_multiplicity": 2, "charge": -1, "fmax_ev_per_a": 1.57, "e_tot_ev": -111746.47971, "homo_ev": [-2.557, -2.564], "s_squared": 0.751, "lumo_ha": [0.062, 0.062], "gap_ev": [4.25, 4.26], "symbols": ["Ce", "O", "C", "N", "C", "C", "C", "C", "C", "C", "N", "C", "O", "C", "C", "C", "C", "C", "N", "C", "C", "C", "C", "C", "N", "H", "H", "H", "H", "H", "H", "H", "H", "H", "H", "H", "H", "C", "S", "C", "S", "N", "N", "C", "C", "C", "C", "C", "C", "N", "H", "H", "H", "H", "H", "H", "H", "H", "S", "C", "N", "C", "C", "N", "H", "H", "H", "H", "H", "H", "F", "B", "F", "F", "F", "C", "C", "C", "N", "C", "C", "H", "H", "H", "H", "H"], "coordinates": [[-0.4059, 0.4696, -0.4424], [3.7702, 1.2997, 1.1942], [2.8390, 0.7851, 0.5614], [1.9969, -0.1965, 0.9275], [2.4406, -1.1076, 1.8992], [3.6813, -1.0195, 2.5747], [4.1379, -1.9845, 3.4521], [3.3874, -3.1166, 3.7225], [2.1813, -3.2500, 3.0654], [1.7084, -2.2893, 2.1732], [0.4143, -2.6017, 1.6732], [-0.1298, -2.5398, 0.3464], [-0.8413, -3.7179, -0.0066], [-2.4011, -1.9039, 0.1009], [-3.6476, -2.1804, 0.9644], [-4.8721, -2.0963, 0.1180], [-4.8303, -1.5927, -1.1209], [-3.6207, -0.9726, -1.6193], [-2.4888, -1.0385, -1.0331], [2.7288, 1.3064, -0.8633], [3.9386, 1.4461, -1.5364], [3.9509, 2.0265, -2.7878], [2.7558, 2.4863, -3.3146], [1.5962, 2.3010, -2.5907], [1.5675, 1.7072, -1.3907], [4.3061, -0.1644, 2.3994], [5.0993, -1.8460, 3.9328], [3.7248, -3.8620, 4.4314], [1.5602, -4.1236, 3.2184], [-3.7389, -1.6049, 1.8883], [-5.7952, -2.4615, 0.5538], [-5.7216, -1.5374, -1.7318], [-3.6489, -0.3577, -2.5157], [4.8483, 1.1214, -1.0543], [4.8810, 2.1455, -3.3287], [2.7182, 3.0022, -4.2633], [0.6520, 2.6664, -2.9703], [0.3347, -5.1281, -2.6395], [0.7683, -3.6647, -3.6246], [0.1981, -2.3330, -2.6177], [1.0667, -2.1315, -1.0199], [-0.3902, -1.3525, -3.2440], [-0.5719, -0.1671, -2.7211], [-1.4028, 0.6663, -3.4543], [-1.8152, 1.8940, -2.9830], [-2.6654, 2.7364, -3.7868], [-3.0006, 3.9806, -3.3668], [-2.5275, 4.4489, -2.1065], [-1.7743, 3.5906, -1.3527], [-1.4077, 2.3484, -1.7177], [0.9619, -5.9495, -2.9816], [-0.7174, -5.3755, -2.7791], [0.5355, -4.9098, -1.5967], [-1.7627, 0.3186, -4.4180], [-3.0249, 2.3492, -4.7329], [-3.6369, 4.6151, -3.9730], [-2.7615, 5.4399, -1.7461], [-1.4464, 3.9068, -0.3636], [2.7492, 5.1395, -0.8526], [2.5282, 4.4271, 0.6269], [1.4796, 3.6734, 1.0086], [1.5518, 3.2796, 2.4155], [2.9591, 3.7421, 2.8227], [3.3522, 4.5832, 1.6958], [0.6767, 3.5089, 0.4201], [1.4494, 2.2026, 2.5290], [0.7630, 3.7725, 2.9884], [3.6252, 2.8880, 2.9186], [2.9589, 4.3208, 3.7480], [4.3202, 4.7818, 1.5201], [-2.4997, 0.7813, 2.9701], [-1.9913, 1.5340, 1.9404], [-0.5785, 1.1645, 1.7333], [-2.5832, 1.1749, 0.7003], [-2.0354, 2.8862, 2.1556], [-2.4763, -3.7998, 2.4778], [-3.1453, -3.6439, 1.1521], [-2.2109, -3.4271, -0.0942], [-1.1495, -1.5570, 0.7741], [-0.7988, -1.9141, 2.1798], [-1.5567, -2.9670, 2.9428], [-2.8299, -4.6041, 3.1121], [-3.9026, -4.4125, 0.9989], [-2.6178, -3.8518, -1.0116], [-0.6114, -1.0374, 2.7996], [-1.1287, -3.1268, 3.9266]]}

***

(2)
{"formula": "C34H31BNO5P", "method": "wB97M-V/def2-TZVPD", "charge": 0, "fmax_ev_per_a": 3.18, "smiles": "O=C1c2ccccc2C(=O)c2ccccc21.O=C1c2ccccc2C(=O)c2ccccc21.CCP(C)BN(C)C(C)=O", "e_tot_ev": -57453.71750, "homo_ev": -7.925, "lumo_ha": -0.042, "gap_ev": 6.78, "symbols": ["O", "C", "C", "C", "C", "C", "C", "C", "C", "O", "C", "C", "C", "C", "C", "C", "H", "H", "H", "H", "H", "H", "H", "H", "O", "C", "C", "C", "C", "C", "C", "C", "C", "O", "C", "C", "C", "C", "C", "C", "H", "H", "H", "H", "H", "H", "H", "H", "C", "C", "P", "C", "B", "N", "C", "C", "C", "O", "H", "H", "H", "H", "H", "H", "H", "H", "H", "H", "H", "H", "H", "H", "H"], "coordinates": [[-5.7003, 0.0607, -1.2786], [-6.1127, -1.0271, -0.9180], [-7.3424, -1.1321, -0.0966], [-8.0415, 0.0243, 0.2462], [-9.2157, -0.0675, 0.9819], [-9.6973, -1.3131, 1.3770], [-8.9945, -2.4661, 1.0522], [-7.8121, -2.3784, 0.3198], [-7.0603, -3.6136, -0.0061], [-7.4413, -4.6951, 0.4039], [-5.8428, -3.5107, -0.8435], [-5.1442, -4.6683, -1.1878], [-4.0189, -4.5842, -1.9987], [-3.5913, -3.3454, -2.4694], [-4.2752, -2.1933, -2.1193], [-5.3996, -2.2682, -1.2994], [-7.6738, 0.9957, -0.0636], [-9.7605, 0.8326, 1.2438], [-10.6207, -1.3842, 1.9406], [-9.3707, -3.4328, 1.3664], [-5.4777, -5.6344, -0.8269], [-3.4769, -5.4841, -2.2670], [-2.7189, -3.2792, -3.1113], [-3.9275, -1.2371, -2.4927], [3.5432, 2.3940, 0.9120], [3.6328, 2.8490, 2.0383], [2.7068, 2.4036, 3.1063], [1.7400, 1.4405, 2.8212], [0.8939, 0.9885, 3.8253], [1.0100, 1.4948, 5.1174], [1.9604, 2.4670, 5.4013], [2.8072, 2.9284, 4.3953], [3.8058, 3.9786, 4.7045], [3.8572, 4.4751, 5.8148], [4.7446, 4.4092, 3.6421], [5.7126, 5.3704, 3.9288], [6.6184, 5.7567, 2.9496], [6.5616, 5.1846, 1.6811], [5.5895, 4.2369, 1.3875], [4.6746, 3.8502, 2.3657], [1.6492, 1.0393, 1.8184], [0.1455, 0.2362, 3.6028], [0.3571, 1.1321, 5.9032], [2.0434, 2.8616, 6.4074], [5.7640, 5.8151, 4.9160], [7.3731, 6.5016, 3.1757], [7.2753, 5.4801, 0.9203], [5.5482, 3.7975, 0.3973], [5.5166, -0.2285, -1.8572], [4.8300, -1.6354, -1.5649], [4.2041, -2.5788, -3.0817], [4.6428, -1.7112, -4.7011], [2.2805, -2.5087, -2.9993], [1.4656, -1.3982, -2.4488], [1.9494, -0.0375, -2.8278], [0.0682, -1.4513, -2.8641], [-0.9418, -0.4003, -2.1860], [-0.4080, -2.2008, -3.7222], [6.6323, -0.3669, -1.8613], [5.1108, 0.3226, -2.7474], [5.2921, 0.4313, -0.9547], [3.9773, -1.5898, -0.8226], [5.6190, -2.2924, -1.0774], [3.8417, -2.0220, -5.4515], [4.5903, -0.5820, -4.6653], [5.6157, -2.0843, -5.1507], [1.7161, -3.4834, -3.3925], [1.9434, 0.5988, -1.8821], [1.2790, 0.4970, -3.5645], [2.9924, 0.0000, -3.2355], [-0.4067, 0.3979, -1.6042], [-1.5358, 0.0366, -3.0474], [-1.5726, -1.0023, -1.4756]]}

***

(3)
{"formula": "C34H31BiN4O2S3Sb", "method": "wB97M-V/def2-TZVPD", "charge": 1, "fmax_ev_per_a": 1.87, "e_tot_ev": -90695.57468, "homo_ev": -10.741, "lumo_ha": -0.101, "gap_ev": 7.99, "symbols": ["Bi", "O", "C", "O", "C", "C", "C", "C", "C", "C", "S", "H", "H", "H", "H", "N", "C", "N", "C", "C", "S", "C", "C", "S", "C", "N", "N", "H", "H", "H", "H", "H", "H", "C", "C", "C", "C", "C", "C", "C", "Sb", "C", "C", "C", "C", "C", "C", "C", "C", "C", "C", "C", "C", "C", "C", "H", "H", "H", "H", "H", "H", "H", "H", "H", "H", "H", "H", "H", "H", "H", "H", "H", "H", "H", "H", "H"], "coordinates": [[-0.5871, 0.0155, -1.4369], [-3.7778, 2.5433, -1.0293], [-3.3847, 1.3854, -0.9908], [-2.2117, 1.0785, -0.4726], [-4.2571, 0.2734, -1.4420], [-5.5792, 0.2929, -0.9963], [-6.4674, -0.6973, -1.3694], [-6.0422, -1.7158, -2.2113], [-4.7398, -1.7361, -2.6769], [-3.8392, -0.7427, -2.2991], [-2.2523, -0.7822, -3.1042], [-5.8872, 1.1061, -0.3527], [-7.4899, -0.6664, -1.0190], [-6.7309, -2.4909, -2.5202], [-4.4072, -2.5124, -3.3536], [0.6257, -2.8800, -3.5521], [1.2590, -1.7062, -3.7707], [0.8096, -0.5566, -3.3365], [1.6244, 0.4992, -3.6917], [2.7350, 0.1390, -4.3739], [2.7612, -1.5665, -4.6281], [1.1792, 1.8346, -3.3327], [1.6857, 2.9791, -3.8271], [0.8597, 4.3417, -3.1855], [-0.1656, 3.2855, -2.2425], [0.1094, 1.9962, -2.4389], [-1.0230, 3.8287, -1.3946], [-0.3725, -2.8343, -3.3902], [0.9557, -3.6976, -4.0360], [3.5380, 0.7582, -4.7361], [2.4797, 3.0895, -4.5458], [-1.1031, 4.8328, -1.4376], [-1.8868, 3.3699, -1.0448], [2.1317, -1.5449, 3.2916], [1.9856, -0.1967, 3.9430], [2.5379, 0.0207, 5.2020], [2.4351, 1.2491, 5.8373], [1.7630, 2.2902, 5.2200], [1.2041, 2.0891, 3.9678], [1.3123, 0.8608, 3.3204], [0.3731, 0.7884, 1.3644], [2.2041, 0.2865, 0.2475], [2.5755, -0.9919, -0.1654], [3.7164, -1.2058, -0.9270], [4.4922, -0.1250, -1.3117], [4.1282, 1.1531, -0.9154], [3.0011, 1.3787, -0.1298], [2.6889, 2.7793, 0.3343], [-0.9353, -0.9356, 1.8224], [-1.8762, -0.4006, 2.7078], [-2.9693, -1.1211, 3.1502], [-3.1492, -2.4184, 2.6985], [-2.2202, -2.9675, 1.8350], [-1.1054, -2.2559, 1.3806], [-0.1144, -3.0548, 0.5624], [2.5760, -2.2629, 3.9794], [2.7766, -1.4698, 2.4159], [1.1572, -1.9237, 2.9794], [3.0619, -0.7910, 5.6926], [2.8796, 1.3907, 6.8137], [1.6734, 3.2517, 5.7085], [0.6685, 2.9005, 3.4850], [1.9919, -1.8495, 0.1378], [4.0030, -2.2142, -1.2002], [5.3864, -0.2767, -1.9030], [4.7432, 1.9963, -1.2092], [3.4473, 3.4796, -0.0110], [2.6650, 2.8179, 1.4262], [1.7141, 3.1158, -0.0305], [-1.7468, 0.6183, 3.0643], [-3.6763, -0.6705, 3.8339], [-3.9977, -3.0044, 3.0252], [-2.3465, -3.9937, 1.5103], [-0.5868, -3.9643, 0.1939], [0.7243, -3.3594, 1.1933], [0.2889, -2.5326, -0.3022]]}

***

(4)
{"formula": "C34H31F3N4NiO6STe", "method": "wB97M-V/def2-TZVPD", "charge": 0, "fmax_ev_per_a": 5.11, "e_tot_ev": -121327.40967, "homo_ev": [-4.816, -4.818], "lumo_ha": [-0.038, -0.038], "gap_ev": [3.77, 3.77], "symbols": ["Ni", "C", "C", "C", "C", "C", "O", "C", "C", "C", "C", "C", "C", "C", "O", "C", "C", "C", "N", "C", "C", "Te", "C", "C", "C", "C", "C", "C", "C", "C", "C", "C", "C", "C", "H", "H", "H", "H", "H", "H", "H", "H", "H", "H", "H", "H", "H", "H", "H", "H", "H", "H", "H", "H", "H", "H", "H", "H", "C", "N", "C", "C", "O", "N", "C", "N", "H", "H", "H", "H", "H", "H", "H", "F", "C", "F", "F", "S", "O", "O", "O"], "coordinates": [[-0.2257, -1.7565, 0.5787], [0.1881, 4.2590, -3.0833], [-0.0505, 3.1740, -2.0659], [-0.0424, 3.4374, -0.7003], [-0.2889, 2.4502, 0.2363], [-0.3954, 2.8448, 1.6664], [-1.3356, 2.4927, 2.3557], [0.6670, 3.7254, 2.2536], [1.9416, 3.8166, 1.7019], [2.9116, 4.6009, 2.3080], [2.6087, 5.3102, 3.4609], [1.3367, 5.2269, 4.0147], [0.3741, 4.4315, 3.4176], [-0.4975, 1.0962, -0.1498], [-0.6192, 0.1865, 0.7576], [-0.5395, 0.8272, -1.5437], [-0.3249, 1.8755, -2.4493], [-0.8184, -0.5131, -2.0881], [-0.6551, -1.6127, -1.4390], [-0.9282, -2.8633, -2.1632], [0.2508, -3.3284, -3.0158], [1.7731, -4.5621, -2.1799], [2.6051, -1.9770, -1.0031], [3.0675, -1.4818, -2.2162], [3.2837, -0.1149, -2.3665], [3.0461, 0.7597, -1.3181], [2.5853, 0.2527, -0.1094], [2.3518, -1.1030, 0.0449], [-1.3768, -0.5128, -3.4888], [-2.7523, -0.3756, -3.6469], [-3.3171, -0.3677, -4.9134], [-2.5099, -0.4807, -6.0369], [-1.1356, -0.5925, -5.8860], [-0.5714, -0.6083, -4.6179], [0.6163, 5.1450, -2.6149], [-0.7408, 4.5600, -3.5723], [0.8759, 3.9259, -3.8618], [0.1441, 4.4496, -0.3549], [2.1774, 3.2656, 0.8000], [3.9042, 4.6568, 1.8808], [3.3640, 5.9263, 3.9311], [1.1011, 5.7803, 4.9141], [-0.6173, 4.3414, 3.8404], [-0.3610, 1.6606, -3.5090], [-1.7763, -2.7240, -2.8389], [-1.2012, -3.6230, -1.4367], [0.7535, -2.4814, -3.4735], [-0.1159, -3.9559, -3.8341], [3.2687, -2.1652, -3.0331], [3.6490, 0.2618, -3.3140], [3.2093, 1.8222, -1.4458], [2.3788, 0.9097, 0.7261], [2.0311, -1.4769, 1.0112], [-3.3794, -0.2757, -2.7690], [-4.3890, -0.2682, -5.0225], [-2.9492, -0.4715, -7.0255], [-0.4974, -0.6616, -6.7572], [0.5057, -0.6627, -4.5072], [-3.8722, -1.2360, 4.8758], [-2.7514, -1.8335, 4.1921], [-2.2259, -3.1594, 4.4162], [-1.1256, -3.2101, 3.3681], [-0.3773, -4.1844, 3.2572], [-1.1051, -2.0672, 2.6498], [-2.0721, -1.2761, 3.1718], [-2.3070, -0.0655, 2.7253], [-4.3023, -1.9736, 5.5489], [-4.6454, -0.9290, 4.1679], [-3.5687, -0.3707, 5.4700], [-2.9612, -3.9446, 4.2249], [-1.8058, -3.2959, 5.4143], [-1.6742, 0.2935, 1.9794], [-2.9132, 0.5726, 3.2084], [3.7111, -3.1490, 2.9180], [2.5453, -3.3783, 3.5134], [1.9743, -2.2163, 3.8326], [2.7193, -4.1125, 4.6046], [0.8502, -4.1849, 1.3502], [1.2986, -5.5418, 1.2902], [-0.3330, -3.8923, 0.5357], [2.3832, -3.3007, -0.7621]]}